(1)
Computed, not measured: a structure of composition C18H17GeN7NiS at a distorted geometry, with ωB97M-V with the def2-TZVPD basis set.

Cartesian coordinates (Å):
Ni  0.09  0.66  -0.19
S  -3.58  -4.10  4.21
N  -3.89  -3.58  2.71
C  -3.01  -2.65  2.38
C  -2.94  -1.95  1.13
C  -3.80  -2.18  0.06
C  -3.63  -1.44  -1.09
C  -2.62  -0.49  -1.15
N  -1.78  -0.26  -0.15
C  -1.92  -0.98  0.99
C  -0.95  -0.75  2.04
N  0.05  0.13  1.79
C  0.96  0.35  2.72
C  0.97  -0.30  3.95
C  -0.03  -1.22  4.22
C  -1.02  -1.45  3.27
C  -2.08  -2.40  3.43
N  -2.30  -3.15  4.50
H  -4.56  -2.93  0.15
H  -4.27  -1.59  -1.95
H  -2.47  0.11  -2.04
H  1.72  1.08  2.48
H  1.76  -0.11  4.65
H  -0.05  -1.77  5.15
C  0.28  3.72  -2.69
Ge  1.90  2.75  -2.08
C  3.51  3.93  -1.87
C  2.33  1.27  -3.33
C  1.53  2.06  -0.26
H  0.38  4.13  -3.69
H  0.03  4.54  -2.02
H  -0.56  3.03  -2.70
H  3.82  4.33  -2.83
H  4.34  3.34  -1.47
H  3.32  4.75  -1.20
H  2.70  1.63  -4.28
H  1.45  0.67  -3.51
H  3.09  0.62  -2.90
H  1.10  2.83  0.39
H  2.45  1.67  0.18
N  1.00  -0.69  -1.11
C  1.37  -1.78  -1.36
N  1.95  -2.84  -1.64
C  1.72  -3.96  -2.21
N  1.63  -5.01  -2.69

Values from the calculation:
**Multiplicity**: 3
**F_max**: 0.032 hartree/bohr
**HOMO energy (alpha / beta)**: -7.61 / -8.16 eV
**<S²>**: 2.010
**Gap between HOMO and LUMO (alpha / beta)**: 6.029 / 6.554 eV


(2)
Computed, not measured: an isolated molecule of C19H17N3O4 at a distorted geometry, with ωB97M-V with the def2-TZVPD basis set.

Cartesian coordinates (Å):
O  1.84  -1.13  -0.75
C  0.84  -1.62  -0.36
C  0.79  -2.98  0.19
C  -0.11  -3.76  0.70
N  0.47  -4.95  0.99
C  1.79  -5.13  0.98
C  2.73  -6.16  1.37
C  3.87  -6.01  0.75
C  4.31  -4.85  0.20
C  3.47  -3.69  -0.01
C  1.95  -4.05  0.39
H  3.73  -2.97  -0.53
H  5.51  -4.59  -0.10
H  4.52  -6.76  1.11
H  2.23  -7.10  1.54
H  -0.18  -5.78  1.69
H  -1.01  -3.44  0.83
C  -0.42  -1.11  -0.26
O  -1.62  -1.69  -0.75
N  -0.59  0.15  0.20
C  0.54  0.99  0.37
H  1.43  0.36  0.69
C  0.57  2.13  -0.50
N  -0.60  2.81  -0.51
C  -0.85  4.07  -0.56
O  0.25  4.89  -0.07
C  -1.87  4.88  -0.35
C  -3.35  4.41  0.31
C  -4.02  5.47  0.23
C  -3.39  6.48  -0.57
O  -2.29  5.96  -0.93
H  -3.68  7.34  -1.16
H  -5.15  5.60  0.50
H  -3.25  3.59  0.86
C  -1.61  2.00  -1.09
H  -2.81  2.52  -1.13
C  -1.86  0.88  -0.22
H  -2.59  0.19  -0.09
H  -2.13  1.27  0.95
H  -1.50  1.40  -1.93
H  1.47  3.02  -0.11
H  0.96  1.62  -1.28
H  0.37  1.41  1.47

Values from the calculation:
**F_max**: 0.366 hartree/bohr
**HOMO energy**: -7.79 eV
**ΔE to the lowest compared entry with this formula, charge and spin**: 479.1 kcal per mole
**Gap between HOMO and LUMO**: 7.161 eV


(3)
Computed, not measured: an isolated molecule of C2H4N2 at a distorted geometry, with ωB97M-V with the def2-TZVPD basis set.

Cartesian coordinates (Å):
C  -0.84  -0.10  0.26
C  0.49  0.10  -0.50
N  1.67  0.36  0.32
N  1.65  -0.75  -0.14
H  -0.67  0.21  1.21
H  -1.20  -1.12  0.49
H  -1.59  0.56  -0.18
H  0.50  0.74  -1.45

Values from the calculation:
**SMILES**: CC1N=N1
**F_max**: 0.062 hartree/bohr
**HOMO energy**: -9.83 eV
**ΔE to the lowest compared entry with this formula, charge and spin**: 58.9 kcal per mole
**Gap between HOMO and LUMO**: 10.757 eV


(4)
Computed, not measured: an isolated molecule of C3H4F3NO at a distorted geometry, with ωB97M-V with the def2-TZVPD basis set.

Cartesian coordinates (Å):
F  -1.68  0.83  1.52
C  -0.39  0.44  1.36
C  -0.27  0.19  -0.08
C  -0.36  -1.38  -0.20
F  -1.62  -1.84  -0.34
N  0.13  -1.82  1.21
F  1.55  -1.75  1.12
O  -0.19  -0.79  2.05
H  0.35  1.27  1.71
H  0.67  0.49  -0.67
H  -1.16  0.60  -0.63
H  0.17  -2.05  -1.03

Values from the calculation:
**SMILES**: F[C@@H]1C[C@H](F)N(F)O1
**F_max**: 0.087 hartree/bohr
**HOMO energy**: -10.82 eV
**ΔE to the lowest compared entry with this formula, charge and spin**: 80.7 kcal per mole
**Gap between HOMO and LUMO**: 11.637 eV


(5)
Computed, not measured: a structure of composition C26H41Cl18F9O10 at a distorted geometry, with ωB97M-V with the def2-TZVPD basis set.

Cartesian coordinates (Å):
C  8.46  9.11  18.84
Cl  9.63  9.05  17.53
Cl  7.81  10.76  19.04
Cl  9.43  8.66  20.25
H  7.65  8.39  18.70
C  10.35  9.43  8.71
Cl  11.53  10.58  7.97
Cl  11.12  7.94  9.34
Cl  8.96  9.06  7.62
H  9.96  9.88  9.63
C  12.59  14.89  8.77
Cl  13.83  14.10  9.84
Cl  12.91  16.61  8.43
Cl  10.98  14.75  9.43
H  12.56  14.41  7.79
C  13.02  8.62  17.03
Cl  12.59  8.53  18.72
Cl  13.73  7.08  16.37
Cl  14.19  9.97  16.71
H  12.15  8.78  16.39
C  16.38  13.35  14.87
Cl  15.80  14.16  13.45
Cl  15.26  13.65  16.29
Cl  18.07  13.87  15.27
H  16.36  12.27  14.71
C  10.49  12.00  13.26
Cl  10.20  10.61  14.36
Cl  11.07  11.43  11.68
Cl  11.68  13.09  14.05
H  9.53  12.51  13.17
C  7.47  13.64  16.32
O  7.96  13.70  15.01
C  7.65  14.91  14.36
C  8.45  15.29  13.04
O  8.43  14.25  12.04
C  7.12  14.03  11.58
H  7.87  14.35  17.04
H  7.79  12.74  16.83
H  6.40  13.73  16.45
H  7.78  15.77  15.02
H  6.57  14.96  14.25
H  9.49  15.49  13.29
H  7.95  16.16  12.58
H  7.07  13.22  10.86
H  6.57  14.88  11.16
H  6.43  13.76  12.39
C  12.25  16.63  14.50
O  13.07  16.83  15.65
C  12.43  17.61  16.66
C  13.34  17.51  17.91
O  13.30  16.14  18.46
C  14.38  15.84  19.28
H  11.32  16.15  14.82
H  12.77  15.95  13.83
H  11.90  17.54  14.00
H  11.48  17.17  16.93
H  12.27  18.63  16.29
H  12.87  18.11  18.69
H  14.34  17.89  17.70
H  14.33  14.80  19.61
H  14.41  16.46  20.18
H  15.30  15.97  18.72
C  13.64  8.70  12.47
C  14.72  9.80  12.62
O  15.28  10.12  11.37
C  16.43  10.85  11.35
O  17.16  11.13  12.32
C  16.74  11.45  9.90
F  17.90  11.00  9.39
F  15.79  11.24  9.02
F  16.85  12.76  9.99
H  12.77  9.11  11.97
H  13.38  8.28  13.44
H  14.10  7.94  11.84
H  15.51  9.53  13.32
H  14.25  10.67  13.08
C  11.33  12.29  17.84
C  12.47  12.96  18.65
O  12.98  12.01  19.59
C  12.37  11.67  20.76
O  11.34  12.19  21.20
C  13.06  10.69  21.66
F  13.36  11.27  22.85
F  12.22  9.70  21.97
F  14.13  10.20  21.20
H  11.16  12.82  16.90
H  10.40  12.32  18.40
H  11.52  11.25  17.57
H  12.10  13.82  19.20
H  13.20  13.26  17.90
C  6.71  10.71  13.09
C  7.71  10.38  11.94
O  8.61  9.30  12.25
C  8.22  8.01  12.34
O  7.17  7.53  11.92
C  9.41  7.09  12.84
F  10.56  7.70  13.06
F  8.96  6.47  13.93
F  9.64  6.21  11.90
H  6.20  9.78  13.37
H  6.02  11.53  12.89
H  7.22  11.11  13.97
H  8.21  11.31  11.64
H  7.25  9.99  11.03

Values from the calculation:
**F_max**: 0.096 hartree/bohr
**HOMO energy**: -9.89 eV
**Gap between HOMO and LUMO**: 10.125 eV


(6)
Computed, not measured: a structure of composition C4H4KMgO5 at a distorted geometry, with ωB97M-V with the def2-TZVPD basis set.

Cartesian coordinates (Å):
O  -0.38  2.26  -0.03
O  0.11  0.25  0.78
C  0.96  -1.01  -0.18
C  2.47  -0.86  -0.06
O  2.85  0.48  -0.22
C  -0.82  1.09  0.28
H  0.56  -1.90  0.31
H  0.58  -0.78  -1.18
H  2.93  -1.49  -0.84
H  2.79  -1.26  0.92
O  -2.51  -0.57  0.31
O  -3.10  1.49  -0.26
C  -2.21  0.64  0.09
Mg  1.55  1.75  0.24
K  -5.77  -0.10  -0.15

Values from the calculation:
**Multiplicity**: 2
**F_max**: 0.041 hartree/bohr
**HOMO energy (alpha / beta)**: -4.62 / -7.31 eV
**<S²>**: 0.764
**ΔE to the lowest compared entry with this formula, charge and spin**: 30.5 kcal per mole
**Gap between HOMO and LUMO (alpha / beta)**: 3.643 / 6.325 eV


(7)
Computed, not measured: an isolated molecule of C20H34N2O3, with ωB97M-V with the def2-TZVPD basis set.

Cartesian coordinates (Å):
C  8.40  0.78  1.72
O  7.21  0.06  1.86
C  6.33  0.23  0.78
C  5.07  -0.60  1.04
C  4.06  -0.45  -0.09
C  2.84  -1.37  0.07
C  1.98  -1.35  -1.20
C  0.76  -2.25  -1.04
N  -0.02  -1.83  0.11
C  -1.29  -1.38  -0.08
O  -1.81  -1.41  -1.18
C  -2.03  -0.84  1.14
C  -1.45  0.52  1.57
C  -2.57  1.53  1.83
C  -3.38  1.70  0.55
O  -3.61  2.79  0.06
N  -3.78  0.52  0.03
C  -4.47  0.44  -1.25
C  -5.86  1.09  -1.22
C  -6.05  1.65  -2.62
C  -4.66  2.21  -2.93
C  -3.71  1.14  -2.40
C  -3.52  -0.69  0.78
C  0.73  -1.88  1.34
C  1.96  -0.97  1.25
H  9.00  0.58  2.61
H  8.21  1.86  1.66
H  8.95  0.47  0.83
H  6.06  1.29  0.67
H  6.81  -0.09  -0.16
H  5.37  -1.65  1.14
H  4.65  -0.28  1.99
H  4.55  -0.69  -1.04
H  3.72  0.59  -0.14
H  3.20  -2.39  0.23
H  2.57  -1.69  -2.06
H  1.65  -0.33  -1.40
H  0.11  -2.19  -1.92
H  1.07  -3.29  -0.89
H  -1.97  -1.57  1.95
H  -0.81  0.91  0.78
H  -0.85  0.42  2.47
H  -3.21  1.20  2.64
H  -2.15  2.50  2.09
H  -4.56  -0.62  -1.48
H  -6.64  0.38  -0.93
H  -5.86  1.91  -0.50
H  -6.83  2.41  -2.67
H  -6.30  0.85  -3.32
H  -4.51  2.41  -3.99
H  -4.51  3.13  -2.37
H  -2.78  1.57  -2.04
H  -3.47  0.41  -3.17
H  -4.11  -0.68  1.71
H  -3.84  -1.54  0.19
H  0.12  -1.60  2.19
H  1.06  -2.92  1.48
H  2.52  -1.06  2.19
H  1.64  0.06  1.14

Values from the calculation:
**SMILES**: COCCCC1CCN(C(=O)[C@H]2CCC(=O)N(C3CCCC3)C2)CC1
**F_max**: 0.013 hartree/bohr
**HOMO energy**: -8.77 eV
**ΔE to the lowest compared entry with this formula, charge and spin**: 3.7 kcal per mole
**Gap between HOMO and LUMO**: 9.414 eV


(8)
Computed, not measured: an isolated molecule of C5H7NO2Si at a distorted geometry, with ωB97M-V with the def2-TZVPD basis set.

Cartesian coordinates (Å):
C  2.37  0.73  -0.23
C  1.36  1.50  0.46
C  2.20  -0.54  -0.70
C  0.15  0.90  0.71
C  0.02  -0.40  0.25
N  -1.08  -1.08  0.28
O  0.96  -1.05  -0.40
O  -2.82  0.86  -1.03
Si  -2.99  -0.07  0.20
H  3.37  1.19  -0.29
H  1.70  2.53  0.63
H  2.91  -1.14  -1.17
H  -1.00  -1.72  -0.44
H  -3.81  -1.20  -0.10
H  -0.78  1.24  1.05
H  -3.04  0.54  1.48

Values from the calculation:
**F_max**: 0.098 hartree/bohr
**HOMO energy**: -8.42 eV
**Gap between HOMO and LUMO**: 7.558 eV


(9)
Computed, not measured: a structure of composition C18H25CdF6N5O4PS, with ωB97M-V with the def2-TZVPD basis set.

Cartesian coordinates (Å):
Cd  -0.38  -0.84  0.13
C  -0.27  1.67  3.22
C  -1.23  0.67  3.14
C  -0.57  -0.61  2.84
C  0.77  -0.34  2.68
C  0.96  1.10  2.89
C  2.24  1.84  2.75
C  1.90  -1.32  2.67
C  -1.20  -1.93  3.16
C  -2.70  0.84  3.31
C  -0.48  3.12  3.53
H  2.42  2.47  3.62
H  2.19  2.52  1.89
H  3.09  1.18  2.62
H  2.72  -1.01  2.01
H  1.58  -2.31  2.35
H  2.34  -1.41  3.67
H  -1.43  -1.96  4.23
H  -0.53  -2.77  2.94
H  -2.13  -2.11  2.62
H  -2.97  0.93  4.37
H  -3.25  -0.01  2.91
H  -3.04  1.74  2.81
H  -0.01  3.38  4.48
H  -1.54  3.36  3.60
H  -0.06  3.76  2.76
N  2.08  0.20  -0.28
N  2.16  0.68  -1.60
C  1.14  0.45  -2.46
N  1.13  1.13  -3.61
N  0.29  -0.48  -2.07
N  -0.87  -0.68  -2.78
O  -1.77  -1.11  -2.10
O  -0.93  -0.48  -3.98
H  2.00  0.97  0.37
H  2.88  -0.39  -0.07
H  2.81  1.43  -1.80
H  1.63  1.99  -3.68
H  0.36  0.94  -4.24
F  -0.09  1.80  0.13
P  -1.61  2.36  -0.32
F  -3.07  2.79  -0.75
F  -1.32  1.78  -1.80
F  -0.95  3.75  -0.73
F  -1.84  2.88  1.17
F  -2.16  0.86  0.14
O  5.79  -5.34  1.89
C  5.41  -4.54  0.86
O  6.24  -4.05  0.16
C  3.94  -4.31  0.68
C  2.95  -4.98  1.39
C  1.61  -4.69  1.18
C  1.23  -3.71  0.26
S  -0.47  -3.30  0.04
C  2.23  -3.09  -0.49
C  3.56  -3.38  -0.28
H  5.02  -5.63  2.40
H  3.18  -5.76  2.11
H  0.84  -5.20  1.75
H  1.94  -2.37  -1.25
H  4.34  -2.89  -0.85

Values from the calculation:
**Multiplicity**: 2
**F_max**: 0.010 hartree/bohr
**HOMO energy (alpha / beta)**: -8.09 / -8.05 eV
**<S²>**: 0.766
**ΔE to the lowest compared entry with this formula, charge and spin**: 4.7 kcal per mole
**Gap between HOMO and LUMO (alpha / beta)**: 7.952 / 6.404 eV